# 1
A structure of composition C3H2O3Y, computed with the ωB97M-V functional and the def2-TZVPD basis.

Geometry (Å):
C  -1.508  -0.550  -0.014
C  -1.610  0.873  -0.057
O  -0.464  1.434  -0.049
C  0.832  0.274  0.030
O  0.253  -0.820  0.042
O  1.987  0.608  0.034
Y  4.254  0.221  0.035
H  -1.847  -1.045  -0.932
H  -1.898  -0.994  0.911

Properties
Charge: +3
ΔE to the lowest compared entry with this formula, charge and spin in kcal per mole: 53.3
E in hartree: -378.109519
Max |F| in eV/Å: 6.46
Gap between HOMO and LUMO (alpha / beta) in eV: 9.1108 / 3.9748

***

# 2
A structure of composition C3H2O3Zn, computed with the ωB97M-V functional and the def2-TZVPD basis.

Geometry (Å):
C  -2.273  -0.225  -0.012
C  -1.818  1.007  -0.010
O  -1.303  2.054  -0.014
C  1.792  -0.463  0.020
O  0.704  -0.837  0.026
O  2.914  -0.145  0.009
Zn  4.928  0.041  0.006
H  -2.463  -0.718  -0.965
H  -2.479  -0.714  0.940

Properties
Charge: +1
ΔE to the lowest compared entry with this formula, charge and spin in kcal per mole: 0.0
E in hartree: -2120.220240
Max |F| in eV/Å: 2.85
2S+1: 2
Gap between HOMO and LUMO (alpha / beta) in eV: 7.2760 / 3.8981

***

# 3
A structure of composition C3H2O4Pb, computed with the ωB97M-V functional and the def2-TZVPD basis.

Geometry (Å):
H  2.031  -0.437  -0.424
C  1.005  -0.705  -1.089
C  0.762  0.639  -0.545
O  -0.422  0.580  0.047
C  -0.952  1.102  1.328
O  -0.521  2.117  1.794
O  -1.823  0.253  1.647
Pb  -1.503  -1.241  0.170
O  0.152  -1.717  -0.766
H  1.269  -0.591  -2.162

Properties
ΔE to the lowest compared entry with this formula, charge and spin in kcal per mole: 68.7
E in hartree: -609.172952
Max |F| in eV/Å: 6.98
Gap between HOMO and LUMO in eV: 8.4693

***

# 4
The molecule C3H2O4S, computed with the ωB97M-V functional and the def2-TZVPD basis.

Geometry (Å):
O  -2.264  0.449  2.631
C  -1.542  0.282  1.723
O  -1.028  -0.775  1.095
C  -0.208  -0.056  0.151
C  -0.728  1.298  0.585
S  0.190  2.660  0.826
O  1.248  2.875  -0.120
O  -0.435  3.767  1.475
H  -0.483  -0.313  -0.875
H  0.841  -0.297  0.323

Properties
ΔE to the lowest compared entry with this formula, charge and spin in kcal per mole: 80.3
E in hartree: -814.543653
Max |F| in eV/Å: 3.28
Structure (SMILES): O=C1OCC1=S(=O)=O
Gap between HOMO and LUMO (alpha / beta) in eV: 8.8015 / 8.8006